# C4H11NO3

A 2-piece molecular cluster, C4H11NO3 overall at a distorted geometry (ωB97M-V/def2-TZVPD, OMol25).

highest occupied orbital energy = -9.06 eV
HOMO-LUMO gap = 9.241 eV
LUMO = 0.0065 hartree
SMILES = CN[C@H](C)C(=O)O.O

Bonds (Å) are listed after each position.
Cartesian coordinates (Å):
1 H 2.293 -0.479 -0.557  O3 1.144
2 O 2.050 -1.378 -1.621  H4 0.959, H5 0.962
3 O 2.456 0.325 0.240  H1 1.144, C6 1.363
4 H 1.828 -0.960 -2.455  O2 0.959
5 H 1.391 -2.030 -1.366  O2 0.962
6 C 1.432 0.909 0.927  O3 1.363, O7 1.201, C8 1.616
7 O 1.570 1.630 1.876  C6 1.201
8 C -0.100 0.415 0.791  C6 1.616, H9 1.136, N10 1.424, C16 1.529
9 H -0.109 -0.368 1.615  C8 1.136
10 N -0.272 -0.277 -0.442  C8 1.424, H11 1.036, C12 1.483
11 H -0.372 0.448 -1.175  N10 1.036
12 C -1.506 -1.093 -0.556  N10 1.483, H13 1.067, H14 1.103, H15 1.121
13 H -2.382 -0.524 -0.342  C12 1.067
14 H -1.766 -1.647 -1.473  C12 1.103
15 H -1.405 -1.921 0.193  C12 1.121
16 C -1.068 1.577 1.015  C8 1.529, H17 1.130, H18 1.117, H19 1.092
17 H -0.701 2.542 0.556  C16 1.130
18 H -2.032 1.106 0.705  C16 1.117
19 H -1.305 1.726 2.070  C16 1.092